32
Properties=species:S:1:pos:R:3:forces:R:3:mulliken_charge:R:1 method="wB97M-V/def2-TZVPD" smiles="CC[C@@]1(C=O)CC[C@H]2C[N@@+]2(O)C(=O)N1C" charge=+1 gap_ev=10.60
C -1.906005 1.146372 0.170737 1.31 0.45 3.01 0.119
C -0.078806 0.930773 -1.678044 3.11 -0.36 0.84 -0.326
C -0.660325 -1.825741 0.401870 -0.69 3.26 0.12 -0.784
C 0.305303 -1.173534 -0.650945 0.71 -1.36 2.26 -0.747
C -3.206334 -0.990009 0.851508 -1.46 -1.82 -1.00 -0.500
C -2.130236 -1.450226 -0.076310 1.31 -1.20 1.64 -0.673
C 0.398672 0.368132 -0.368697 1.92 -0.81 0.34 0.943
C 2.992995 0.349838 -1.049076 1.36 -1.75 0.37 -1.312
C -0.035534 1.760078 1.698538 -0.51 0.48 1.81 -1.170
C 1.948778 0.740904 -0.042506 -2.39 0.16 0.36 -0.984
N -0.523078 0.765401 0.727560 -1.69 1.40 -1.77 0.187
N -2.711138 -0.113230 -0.215092 1.58 0.61 0.38 1.130
O -2.613140 2.063064 0.511006 1.30 -1.11 -0.88 -0.528
O -1.180525 1.341648 -1.659586 -3.26 1.49 -1.56 -0.308
O -3.513435 0.102651 -1.280896 -1.64 2.31 -1.50 -0.553
H 0.590744 0.933308 -2.580144 -0.62 -0.06 0.54 0.387
H -0.793650 -2.868521 0.356344 0.79 -1.49 -0.09 0.465
H -0.373004 -1.486091 1.460143 -0.78 -0.61 -1.63 0.338
H 1.370512 -1.579172 -0.440006 -1.95 0.23 -1.17 0.380
H -0.188381 -1.382415 -1.612546 1.06 -0.22 -0.12 0.324
H -4.213857 -1.471764 0.629096 1.29 1.23 0.44 0.258
H -2.958630 -0.756884 1.862432 0.07 0.43 0.43 0.294
H -2.374979 -2.202367 -0.813589 -0.67 0.60 -0.48 0.446
H 4.026631 0.414987 -0.607345 -1.08 0.16 -0.31 0.362
H 2.981020 0.955589 -1.909636 0.02 0.96 -1.07 0.398
H 2.954101 -0.709052 -1.444480 -0.30 1.00 0.67 0.344
H 0.582499 1.393461 2.537736 0.18 -0.99 -0.88 0.381
H 0.576368 2.604129 1.325793 -1.11 -0.12 -0.13 0.434
H -0.903943 2.034060 2.350766 0.46 0.53 -1.21 0.361
H 1.914612 1.800635 0.208781 0.53 0.13 -0.61 0.371
H 2.127545 0.310297 0.924508 0.20 -0.67 0.45 0.516
H -3.769765 1.128539 -1.342560 0.93 -2.85 0.75 0.447

***

18
Properties=species:S:1:pos:R:3:forces:R:3:mulliken_charge:R:1 method="wB97M-V/def2-TZVPD" smiles="N[C@@]12NC(=O)N(O)C[C@]1(O)O2" gap_ev=9.93
C -1.244592 -0.935192 0.735955 -1.10 1.53 -0.34 0.410
C 0.934013 0.519339 -0.401381 0.91 -0.48 2.00 0.168
C 1.275733 -0.673056 0.652566 -0.47 0.10 -4.22 -0.535
C -0.447796 0.946981 -0.731937 0.93 -2.61 0.39 0.698
N -1.465627 0.036388 -0.287964 0.89 -1.29 1.85 -0.216
N 0.027617 -1.128999 1.149477 -1.43 -2.04 0.11 0.191
N -0.749650 1.534176 -1.923432 -1.23 1.83 2.24 -0.449
O 0.369182 1.625431 0.248297 -0.68 0.43 0.23 -0.549
O -2.205627 -1.453594 1.316460 1.01 0.32 -0.82 -0.700
O 1.969346 0.792451 -1.260052 -1.53 -1.28 -1.47 -0.523
O 0.081775 -2.274128 1.965274 2.52 0.06 -0.74 -0.447
H 2.004123 -1.388081 0.081946 -1.79 0.68 1.10 0.286
H 1.726770 -0.308220 1.502744 1.79 1.24 1.55 0.348
H -2.403618 0.332134 -0.129911 -0.65 0.71 -0.41 0.253
H -0.278882 1.220239 -2.696832 0.75 -0.33 -2.22 0.187
H -1.574375 2.114749 -1.869670 0.32 -0.14 -1.01 0.215
H 2.663193 1.272525 -0.866333 1.16 0.97 1.08 0.343
H -0.681585 -2.233141 2.514793 -1.41 0.30 0.66 0.320

***

70
Properties=species:S:1:pos:R:3:forces:R:3:mulliken_charge:R:1 method="wB97M-V/def2-TZVPD" charge=-1 gap_ev=4.53
Ca 0.082123 0.897575 -0.650273 -0.61 -1.08 1.54 1.924
Br -1.868329 6.330694 4.692034 0.09 0.02 0.12 -0.208
C -2.921154 6.207202 3.128989 -0.06 -0.02 -0.14 0.022
C -4.279400 5.970354 3.234967 -0.10 -0.01 -0.12 -0.475
C -5.038862 5.875340 2.074921 -0.08 -0.09 0.22 -0.308
C -4.444052 5.967308 0.827994 -0.50 -0.10 -0.43 0.165
C -3.083772 6.237863 0.738462 0.17 0.07 -0.05 -0.168
C -2.321399 6.366348 1.888208 -0.02 -0.03 -0.05 -0.391
N -5.317401 5.998817 -0.336255 0.88 0.16 0.21 -0.608
N -4.986839 5.458568 -1.412164 -0.27 -0.76 0.15 -0.406
C -3.964934 4.471952 -1.545050 -0.13 0.45 0.14 -0.103
C -3.270844 4.542289 -2.733095 0.22 0.12 -0.24 -0.172
C -2.116712 3.808034 -2.995523 -0.16 0.07 0.06 -0.979
C -1.606712 2.903931 -2.057139 -0.24 -0.08 0.33 0.683
O -0.509018 2.271110 -2.202472 -0.65 0.76 -0.44 -0.853
C -2.458227 2.670232 -0.862057 0.23 -0.18 -0.32 0.117
N -2.083734 1.646149 -0.039283 -0.54 0.71 -0.22 -0.290
C -2.812007 1.358050 1.013238 0.01 -0.08 -0.09 -0.456
C -4.029139 2.003110 1.276355 0.01 -0.12 0.11 -1.283
C -4.435009 3.008658 0.449917 0.08 0.21 -0.12 -0.513
C -3.619542 3.429055 -0.627458 -0.26 0.06 0.17 0.377
H -4.743126 5.875332 4.207131 0.00 -0.01 0.00 0.420
H -6.109862 5.717507 2.130445 0.03 0.01 0.02 0.432
H -2.620640 6.363903 -0.232051 0.01 -0.04 0.02 0.356
H -1.265607 6.592689 1.821762 0.00 -0.02 -0.01 0.488
H -3.630647 5.267397 -3.455662 0.06 -0.01 -0.02 0.373
H -1.572453 3.932516 -3.921860 -0.01 0.03 0.00 0.433
H -2.439157 0.565326 1.653429 -0.01 -0.01 0.00 0.791
H -4.637233 1.687823 2.114002 0.01 -0.01 -0.01 0.470
H -5.394044 3.476760 0.602474 -0.09 0.13 0.05 0.613
N -1.267216 -1.504129 -1.542109 0.39 -0.05 -0.05 -0.209
N -0.533481 -2.051979 -2.624937 -0.17 -0.20 -0.07 -0.270
C 0.688559 -1.511611 -2.884882 -0.15 0.27 0.26 0.243
N 1.468256 -2.080946 -3.812423 0.02 -0.09 0.03 -0.453
N 0.899314 -0.383949 -2.241587 1.17 0.15 -1.05 -0.300
N 2.052813 0.349489 -2.374536 -0.16 -0.53 -0.01 1.200
O 2.149678 1.240297 -1.524852 0.65 -0.12 -0.96 -0.611
O 2.881189 0.133002 -3.234267 0.17 0.01 -0.09 -0.753
H -1.014210 -1.968540 -0.662940 0.03 -0.12 -0.07 0.064
H -2.246417 -1.666096 -1.733494 -0.01 0.08 0.00 0.238
H -0.544354 -3.062829 -2.681741 0.07 0.02 0.10 0.342
H 1.389591 -3.081670 -3.898317 0.04 0.01 0.01 0.244
H 2.401573 -1.695861 -3.855722 0.01 -0.05 0.00 0.247
Se 1.802206 -3.304527 -0.334036 0.00 0.12 -0.03 -0.740
Se 1.630924 -1.323128 0.914930 -0.05 -0.05 0.06 0.051
Se 3.730054 -0.149349 1.060787 -0.08 -0.08 0.07 -0.299
Se 3.576820 0.899058 3.138458 -0.05 -0.05 -0.12 -0.701
C -3.753643 -4.571075 4.531968 0.02 0.03 -0.02 -1.410
C -3.105801 -3.767905 3.436065 -0.10 -0.03 0.06 1.183
C -1.733947 -3.601423 3.367048 0.15 0.01 0.01 -0.945
C -1.169533 -2.847849 2.342771 -0.16 -0.08 -0.06 -0.147
N -1.901221 -2.262126 1.392511 -0.11 -0.03 0.11 0.070
C -3.226165 -2.419462 1.466024 0.10 0.07 -0.05 -0.072
C -3.867912 -3.146114 2.450053 -0.01 -0.03 0.03 -0.955
H -3.021480 -5.182381 5.058279 0.00 0.01 -0.01 0.354
H -4.528123 -5.228388 4.134118 0.01 0.01 -0.01 0.357
H -4.227896 -3.912937 5.263342 0.01 0.01 -0.01 0.285
H -1.084556 -4.061143 4.102483 -0.01 0.01 -0.02 0.340
H -0.094595 -2.720960 2.277831 -0.03 0.00 -0.02 0.143
H -3.810638 -1.934590 0.688552 0.01 0.02 0.00 0.402
H -4.948380 -3.231033 2.445240 0.01 -0.01 -0.01 0.376
C 0.933024 3.714327 1.345697 0.09 0.02 0.04 -1.163
C 0.568072 2.445535 2.068443 0.13 0.02 -0.03 0.714
N 0.390763 2.528072 3.393310 -0.23 -0.02 0.05 -0.259
O 0.356165 1.394802 1.463378 -0.01 0.58 0.89 -0.313
H 1.687593 4.274366 1.896697 -0.03 0.02 0.02 0.482
H 0.032990 4.324073 1.232093 0.01 0.01 0.01 0.109
H 1.333433 3.484982 0.360232 0.00 -0.05 0.01 0.219
H 0.757310 3.323787 3.884422 0.09 -0.06 0.03 0.202
H 0.371927 1.644945 3.881656 0.12 0.03 0.03 0.290

***

62
Properties=species:S:1:pos:R:3:forces:R:3:mulliken_charge:R:1 method="wB97M-V/def2-TZVPD" multiplicity=3 charge=-1 s2=2.0330 gap_ev="4.65 / 5.62"
O -0.571488 0.442102 -2.814248 0.44 -0.03 -0.22 -0.329
C 0.601435 0.249287 -3.635428 -0.07 0.10 0.12 -0.126
C 0.169834 1.404385 -4.544160 -0.35 0.16 -0.23 -0.276
H 0.576407 -0.742806 -4.077093 -0.01 0.26 0.02 -0.124
H 1.549918 0.368432 -3.105047 -0.49 -0.04 -0.08 0.092
C -1.160655 1.412321 -3.720664 1.03 -0.24 0.06 1.277
H 0.072373 1.130986 -5.593409 -0.04 0.36 0.24 -0.256
H 0.739592 2.337953 -4.433156 -0.06 -0.31 -0.03 0.356
C -2.360401 0.782913 -4.432029 -0.36 0.15 0.21 -1.321
H -2.042162 -0.048560 -5.078236 0.03 0.23 0.24 0.217
H -2.917958 1.512620 -5.047907 0.26 -0.20 0.22 0.395
H -3.052960 0.363661 -3.676994 0.27 0.26 -0.31 0.220
C -1.424790 2.678346 -2.914162 -0.11 0.18 -0.11 -1.256
H -0.472464 3.084203 -2.531452 -0.35 -0.16 -0.30 0.233
H -2.008278 2.415484 -2.026444 0.03 0.21 -0.30 0.173
H -1.959151 3.448314 -3.495232 0.19 -0.19 0.13 0.424
Pt 0.733606 -1.147214 -0.159355 -1.26 1.51 0.01 1.060
C 1.147566 1.512837 1.137348 0.58 -0.03 -0.09 -1.150
C 1.928063 0.319491 1.140195 0.44 0.55 -1.21 -0.431
C 2.435160 0.138778 -0.245181 -0.04 1.20 0.43 -0.713
H 2.295120 -0.222280 2.009957 -0.24 0.11 -0.22 0.576
C 1.918175 1.280395 -1.020723 0.73 -0.45 1.33 -0.819
C 1.137253 2.064121 -0.166229 0.56 0.08 0.23 -0.362
H 0.676578 3.011022 -0.438702 -0.08 -0.27 0.04 0.433
H 0.726409 1.993604 2.016833 -0.10 -0.26 -0.16 0.441
H 3.268387 -0.512980 -0.494152 0.01 0.34 -0.05 0.504
H 2.250075 1.587777 -2.005896 -0.17 -0.18 0.21 0.945
C -1.118547 -0.930854 0.949725 -0.01 -1.33 -1.20 -0.346
C -1.633016 0.342434 0.495335 -1.34 -0.38 -0.48 -1.625
C -2.194695 0.170085 -0.775811 -0.43 0.18 1.07 0.225
H -1.707097 1.243144 1.099842 0.16 -0.23 -0.20 0.359
C -1.990861 -1.158590 -1.218570 -0.08 -0.65 1.10 -0.937
C -1.329392 -1.897645 -0.171970 -0.44 0.92 0.78 -0.818
H -1.246398 -2.980718 -0.083092 -0.22 0.37 -0.09 0.515
H -0.941023 -1.228675 1.982045 -0.01 0.24 -0.25 0.587
H -2.808240 0.925940 -1.270587 0.51 -0.38 0.00 1.101
H -2.350703 -1.607358 -2.138589 0.20 0.22 0.05 0.323
O 0.252862 -1.341221 -5.979137 -0.17 -0.27 -2.35 -0.240
C 0.021115 -0.596721 -7.223130 0.09 0.25 0.21 -0.471
C 0.623828 -1.383275 -8.408751 -0.30 -0.02 0.44 -0.527
H 0.485677 0.417607 -7.221157 -0.04 -0.76 0.42 0.226
H -1.066812 -0.403835 -7.320878 0.53 -0.37 0.15 0.365
C 1.472327 -2.497459 -7.730284 -0.28 0.07 -0.29 -0.446
H 1.241723 -0.716406 -9.037383 -0.31 -0.37 0.29 0.276
H -0.193153 -1.780981 -9.029455 0.42 -0.06 0.14 0.222
C 1.303089 -2.310940 -6.208451 0.41 0.80 0.24 -0.555
H 2.518782 -2.375469 -8.035520 -0.21 -0.29 0.18 0.268
H 1.111565 -3.485730 -8.041552 0.23 0.21 0.04 0.250
H 2.220928 -1.883078 -5.765091 -0.17 -0.21 -0.19 0.268
H 1.106029 -3.247245 -5.658412 -0.29 0.47 -0.30 0.364
Te 1.785847 -3.371142 0.312655 0.92 -2.22 -0.74 -0.332
C 1.766756 -3.357738 2.395038 -0.17 0.91 0.37 -0.035
C 0.546140 -3.483089 3.094002 0.79 0.33 0.34 -0.308
C 0.508847 -3.171923 4.458703 0.26 -0.12 -0.11 -0.413
C 1.670120 -2.738288 5.116301 -0.02 -0.05 -0.25 -0.437
C 2.859581 -2.547017 4.398608 -0.06 -0.27 -0.08 -0.310
C 2.923452 -2.867590 3.038375 -0.87 -0.06 0.51 -0.462
H -0.359108 -3.745063 2.542543 0.27 -0.03 0.22 0.391
H -0.431763 -3.244734 5.009795 0.27 -0.03 -0.12 0.338
H 1.647571 -2.547511 6.190799 -0.04 0.10 -0.31 0.331
H 3.737219 -2.127468 4.894600 -0.22 -0.17 -0.05 0.331
H 3.814103 -2.671837 2.438321 -0.22 -0.12 0.28 0.339

***

51
Properties=species:S:1:pos:R:3:forces:R:3:mulliken_charge:R:1 method="wB97M-V/def2-TZVPD" smiles="CCN(CC)CC=O.O.O.O.O.O.O.O.O.O.O" gap_ev=8.63
C -1.004893 1.866084 -0.537679 -0.11 -0.11 0.31 -1.129
C -0.701800 0.759938 0.493193 1.23 0.85 -0.86 -0.031
N -1.173326 -0.561508 0.175118 -0.71 0.41 -0.48 0.736
C -0.156166 -1.329158 -0.553556 0.23 1.01 1.15 0.218
C -0.591961 -2.593851 -1.266435 0.12 0.47 0.10 -1.420
C -2.037372 -1.161541 1.139914 -1.00 -0.36 0.10 -0.086
C -3.185113 -1.978078 0.548097 0.28 -0.64 0.71 -0.220
O -3.498800 -3.021817 1.070303 -0.25 0.17 -0.21 -0.517
H -1.083821 1.545601 -1.576160 -0.43 -0.35 0.13 -0.134
H -1.871222 2.415133 -0.168697 -0.34 -0.07 -0.63 0.333
H -0.206681 2.582765 -0.557041 0.62 0.46 0.20 0.440
H -1.044301 1.154849 1.418615 -0.76 -0.25 0.97 0.215
H 0.384249 0.770410 0.652946 0.00 -0.26 -0.35 -0.215
H 0.655323 -1.456305 0.166758 0.27 -0.60 -0.19 -0.275
H 0.351866 -0.599624 -1.187130 -0.38 -0.17 -0.63 0.278
H 0.159695 -3.357108 -1.098441 -0.18 -0.36 0.03 0.389
H -1.589469 -2.921397 -0.985229 0.17 -0.26 0.30 0.313
H -0.648379 -2.404388 -2.321363 0.01 0.04 -0.62 0.310
H -2.513887 -0.382921 1.742915 -0.08 0.31 -0.34 0.268
H -1.682219 -1.820565 1.945786 0.88 -0.19 -0.26 0.190
H -3.740866 -1.636419 -0.340201 0.19 0.37 -0.12 0.412
H 2.872570 0.976554 -1.317930 -0.01 -0.06 0.25 0.286
H 3.149403 -0.005823 -0.156046 -0.18 0.04 0.16 0.422
O 3.448086 0.245323 -1.039122 -0.05 0.04 -0.37 -0.734
H -0.791429 -0.259528 -3.689920 -0.01 0.03 0.68 0.312
H -2.284017 -0.318730 -3.048997 0.63 0.00 0.49 0.297
O -1.739123 -0.317222 -3.835712 -0.47 0.06 -1.12 -0.638
H 2.199982 -1.510477 -3.788393 0.18 -0.07 0.10 0.255
H 2.507471 -0.343930 -2.811647 0.28 -0.32 0.36 0.368
O 1.954757 -0.614661 -3.552106 -0.52 0.29 -0.32 -0.563
H 4.475462 0.812355 3.299856 0.37 -0.51 0.59 0.313
H 3.169811 1.329233 3.402039 -0.81 -0.08 0.36 0.303
O 3.756222 0.797491 3.951412 0.54 0.56 -0.77 -0.613
H 3.191774 2.310639 -2.743570 -0.04 0.26 0.08 0.322
H 1.957510 1.867723 -3.484039 -0.35 0.01 0.11 0.350
O 2.233055 2.251745 -2.636594 0.41 -0.16 -0.24 -0.688
H 1.377322 -0.021405 1.957778 -0.01 0.35 -0.07 0.187
H 2.502969 -0.954568 2.121456 0.33 0.00 -0.15 0.378
O 2.299516 -0.111722 1.686105 -0.23 -0.41 0.23 -0.640
H 0.585070 -2.476236 1.330082 -0.24 -0.40 0.30 0.411
H 1.003434 -3.523966 2.430099 -0.29 0.06 -0.07 0.289
O 1.324059 -2.923513 1.752424 0.62 -0.03 0.20 -0.663
H -0.084077 1.446005 4.875842 -0.24 0.25 0.01 0.296
H -1.355047 1.680823 3.951317 0.00 0.12 0.21 0.311
O -0.581796 1.129909 4.118366 0.30 -0.47 -0.31 -0.606
H -1.103426 2.369423 -4.154807 0.07 -0.15 -0.19 0.314
H -0.079597 2.889441 -3.168784 0.17 0.09 -0.05 0.335
O -0.183197 2.653783 -4.098191 -0.20 -0.01 0.21 -0.654
H -3.767794 2.253938 2.850352 -0.68 -0.17 0.49 0.255
H -3.619381 0.969828 3.858863 -0.70 0.44 -0.02 0.303
O -3.240442 1.527466 3.178150 1.36 -0.21 -0.44 -0.584

***

19
Properties=species:S:1:pos:R:3:forces:R:3:mulliken_charge:R:1 method="wB97M-V/def2-TZVPD" gap_ev=9.04
C -0.145486 1.106902 -0.244777 -0.15 -3.33 -0.33 -0.013
C 1.528840 -0.492485 0.448922 -1.99 -1.03 -1.07 -0.237
C -1.147243 -0.692454 -0.323511 -1.38 2.51 -0.28 -0.857
C 0.329077 1.361303 -1.652908 -0.18 0.13 0.02 -1.336
N 0.864735 0.772392 0.657753 0.34 1.16 0.96 -0.239
N -1.423306 -1.007667 1.075055 0.39 0.11 -0.07 -0.462
O 1.697014 -1.187881 1.646630 -0.02 -0.04 0.35 -0.587
H 0.799827 -1.462875 1.907349 0.24 0.10 -0.06 0.360
H 0.553640 0.842976 1.621176 0.17 -0.05 -0.15 0.284
H -0.796894 1.878751 0.163314 -0.27 -0.28 -0.10 0.412
H -2.018327 -1.821439 1.176579 0.02 -0.01 -0.04 0.219
H -1.894664 -0.230396 1.524631 0.02 -0.10 -0.04 0.170
H 2.501850 -0.359823 -0.027086 -0.16 -0.26 -0.05 0.302
H 0.693290 -1.059494 -0.196393 2.66 0.87 0.70 0.156
H -2.024134 -0.342639 -0.878954 -0.22 0.11 0.13 0.375
H -0.875824 -1.598995 -0.866230 0.60 0.21 0.05 0.418
H -0.516486 1.595919 -2.298073 0.00 -0.08 -0.09 0.367
H 0.850875 0.491385 -2.048989 -0.02 -0.02 -0.02 0.273
H 1.023216 2.206519 -1.684489 -0.05 0.00 0.08 0.392

***

Energy above the lowest of the compared OMol25 structures with the same formula, charge and spin values, unit eV, following the record order: 2.983; 3.888; 2.102; 0.227; 4.302; 3.441.